{
  "formula": "C6H16F7MgNO8S2",
  "method": "ωB97M-V with the def2-TZVPD basis set",
  "elements": ["Mg", "C", "F", "F", "F", "S", "O", "O", "N", "S", "O", "O", "C", "F", "F", "F", "F", "C", "O", "H", "H", "H", "H", "C", "O", "H", "H", "H", "H", "C", "O", "H", "H", "H", "H", "C", "O", "H", "H", "H", "H"],
  "coordinates": [[3.63580, 19.56650, -18.05349], [0.21769, 18.39551, -17.82210], [0.89493, 17.70389, -18.75212], [-0.17331, 19.55038, -18.33551], [-0.82371, 17.69360, -17.41504], [1.34413, 18.64904, -16.36230], [0.50385, 18.74372, -15.23999], [2.24959, 17.53827, -16.41458], [2.25486, 19.96147, -16.81311], [1.70607, 21.20931, -15.86566], [0.39598, 21.59719, -16.25477], [2.03503, 20.97567, -14.49646], [2.80717, 22.63464, -16.29256], [2.37397, 23.68219, -15.61055], [4.06766, 22.35768, -15.94429], [2.75532, 22.89221, -17.58982], [4.72373, 20.93455, -18.64557], [4.71745, 24.04460, -20.46218], [5.73741, 23.28979, -19.83402], [4.33430, 24.87258, -19.84477], [5.10014, 24.49723, -21.38174], [3.83643, 23.45500, -20.75482], [5.26261, 22.57671, -19.38195], [7.17542, 23.29484, -16.64195], [8.10810, 23.65011, -17.63466], [6.64559, 22.40123, -16.98293], [7.62782, 23.05615, -15.67255], [6.41585, 24.07525, -16.51236], [8.82308, 24.11380, -17.18939], [5.36328, 19.43234, -15.32934], [5.03194, 18.98360, -16.68102], [6.03248, 18.70657, -14.88056], [5.88874, 20.38093, -15.41731], [4.45376, 19.58278, -14.75434], [5.39777, 18.09747, -16.76622], [8.27403, 20.17782, -18.44288], [7.51070, 21.16642, -19.10845], [8.36232, 20.42250, -17.37191], [7.79274, 19.19376, -18.52614], [9.28446, 20.11635, -18.84279], [6.59444, 20.87361, -19.12819]],
  "forces_ev_per_angstrom": [[2.083, 0.845, -0.085], [0.086, 0.141, 0.437], [-0.067, 0.158, -0.203], [-0.082, -0.115, -0.128], [0.026, -0.013, -0.254], [1.033, -1.223, -0.963], [-0.612, 0.827, 0.677], [0.575, -0.203, -0.683], [-2.574, 0.048, 1.822], [0.361, 1.258, 0.550], [-0.319, 0.026, -0.172], [0.063, -0.194, -0.005], [0.236, -0.362, -0.305], [0.062, -0.124, -0.010], [-0.220, 0.089, -0.060], [0.039, 0.105, -0.188], [-0.729, -0.786, -0.270], [-0.241, 0.459, -0.303], [-0.922, 0.100, -0.167], [0.206, -0.161, 0.112], [0.144, -0.095, 0.109], [0.212, -0.159, 0.090], [0.433, -0.024, 0.129], [-0.633, -0.262, -0.083], [0.469, 0.080, 0.343], [0.082, 0.045, -0.104], [0.089, 0.133, -0.041], [0.103, 0.019, 0.130], [0.011, 0.090, -0.173], [0.017, 0.500, -0.373], [0.265, -0.755, 0.083], [-0.130, -0.086, 0.139], [-0.022, -0.001, -0.079], [-0.055, -0.203, 0.011], [-0.031, 0.024, -0.015], [-0.566, 0.159, 0.396], [0.548, -0.484, -0.165], [0.028, -0.086, -0.076], [0.230, -0.044, 0.004], [-0.052, 0.090, -0.211], [-0.144, 0.184, 0.083]],
  "e_tot_ev": -70488.4860,
  "fmax_ha_per_bohr": 0.0613,
  "homo_lumo_gap_ev": 7.673,
  "charge": 0,
  "de_lowest_kj_mol": 188.8,
  "lumo_ev": -1.7
}

=====

{
  "formula": "C4H7N3O2S",
  "method": "ωB97M-V with the def2-TZVPD basis set",
  "elements": ["C", "C", "C", "C", "N", "N", "N", "O", "O", "S", "H", "H", "H", "H", "H", "H", "H"],
  "coordinates": [[2.50904, -0.28894, 0.75652], [1.81851, -2.00381, -0.41131], [1.41776, 0.08837, 0.04747], [-2.64456, 0.37483, 0.38032], [2.74386, -1.61679, 0.48365], [1.01425, -0.94874, -0.65184], [-1.73909, 0.02599, -0.67543], [-0.21748, 2.04753, 1.11820], [0.69806, 2.41124, -1.08160], [0.22516, 1.51697, -0.08027], [3.18412, 0.13876, 1.50098], [1.64372, -2.87930, -0.86085], [-2.67070, -0.20738, 1.35240], [-2.30335, 1.35759, 0.74081], [-3.73988, 0.42888, 0.09567], [0.06800, -0.82246, -1.11440], [-2.00742, 0.37724, -1.60033]],
  "forces_ev_per_angstrom": [[1.285, -1.218, 1.130], [0.993, 4.369, 2.597], [-0.827, 2.930, 1.179], [-1.306, 0.751, 1.080], [-0.435, -0.539, -1.145], [-2.828, -0.866, -2.305], [1.648, -0.306, 0.204], [-1.140, 1.024, 3.868], [0.250, 0.361, -1.045], [0.971, -3.222, -3.299], [-0.685, 0.449, -0.509], [-0.200, -3.281, -1.320], [0.765, -0.188, -1.473], [-0.708, 0.195, 0.054], [1.259, 0.201, -0.159], [1.213, -1.034, 0.582], [-0.254, 0.375, 0.560]],
  "e_tot_ev": -23657.5912,
  "fmax_ha_per_bohr": 0.1007,
  "homo_lumo_gap_ev": [8.030, 8.070],
  "charge": 0,
  "de_lowest_kj_mol": 391.4,
  "lumo_ev": [-1.2, -1.5]
}

=====

{
  "formula": "C22H46FNO9S2",
  "method": "ωB97M-V with the def2-TZVPD basis set",
  "elements": ["C", "C", "C", "O", "C", "N", "S", "S", "O", "O", "F", "H", "H", "H", "H", "H", "H", "H", "H", "H", "H", "C", "C", "O", "C", "H", "H", "H", "H", "H", "H", "C", "C", "O", "C", "H", "H", "H", "H", "H", "H", "C", "C", "O", "C", "H", "H", "H", "H", "H", "H", "C", "C", "O", "C", "H", "H", "H", "H", "H", "H", "C", "C", "O", "C", "H", "H", "H", "H", "H", "H", "C", "C", "O", "C", "H", "H", "H", "H", "H", "H"],
  "coordinates": [[3.03364, -1.13731, -2.57062], [2.03728, -0.89893, -3.71099], [0.66837, -1.50631, -3.41686], [-0.36053, -0.61779, -3.87017], [-1.61639, -1.19698, -3.95022], [-2.04781, -1.74596, -2.63803], [-3.02408, -0.67551, -1.66244], [-2.56899, -3.30046, -2.61169], [-3.03157, -3.73819, -3.88324], [-3.38184, -3.47948, -1.45590], [-1.20784, -4.01288, -2.34445], [2.84758, -2.09684, -2.07317], [2.94444, -0.35153, -1.81496], [4.06387, -1.15377, -2.93663], [2.42806, -1.30756, -4.64876], [1.88339, 0.17699, -3.85047], [0.55100, -1.69154, -2.33959], [0.54160, -2.47582, -3.92630], [-2.31339, -0.40036, -4.21926], [-1.65013, -2.01011, -4.68539], [-2.04826, 0.24685, -1.61130], [-2.98437, -6.84825, -1.57261], [-3.35228, -7.80586, -0.46583], [-2.54935, -8.17230, 0.35973], [-4.78722, -8.27828, -0.44202], [-1.93247, -6.58234, -1.48476], [-3.16218, -7.30777, -2.54657], [-3.59900, -5.94991, -1.49993], [-5.03034, -8.78491, -1.37792], [-5.45958, -7.42322, -0.34979], [-4.93843, -8.95752, 0.39331], [0.45418, 0.95982, -1.08842], [1.79425, 1.64418, -1.01224], [2.66231, 1.45229, -1.83666], [1.99432, 2.55505, 0.16887], [0.41435, 0.29056, -1.94448], [0.29367, 0.39192, -0.17191], [-0.32758, 1.70767, -1.15822], [1.87240, 1.97662, 1.08803], [1.25026, 3.35378, 0.17650], [2.99774, 2.97668, 0.13768], [-3.54833, 2.78175, 1.00449], [-2.17765, 3.41473, 1.01443], [-1.34708, 3.14157, 0.17720], [-1.88307, 4.40204, 2.11314], [-3.63817, 2.09377, 0.16651], [-3.71916, 2.24578, 1.94016], [-4.31655, 3.55314, 0.92519], [-2.00461, 3.92264, 3.08680], [-2.59030, 5.23296, 2.06169], [-0.87200, 4.77051, 2.00438], [4.36919, -0.17312, 4.52202], [3.83487, 0.47875, 3.26981], [2.71389, 0.93074, 3.21838], [4.77001, 0.53166, 2.08685], [3.61105, -0.15435, 5.30103], [4.65635, -1.20504, 4.31180], [5.26311, 0.35111, 4.86513], [5.06988, -0.47881, 1.80268], [5.67687, 1.07910, 2.35142], [4.28329, 1.01543, 1.24351], [1.61406, 7.76566, 0.44878], [1.54937, 6.95690, 1.72065], [0.97421, 5.89426, 1.76756], [2.24100, 7.53828, 2.92911], [1.08547, 7.24557, -0.34612], [1.16845, 8.74960, 0.60734], [2.65436, 7.92155, 0.15714], [1.81630, 8.51458, 3.17033], [3.30134, 7.68711, 2.71677], [2.12773, 6.86789, 3.77732], [-1.58828, -3.18847, 1.09393], [-0.50131, -2.14393, 1.05335], [0.45065, -2.23299, 0.31007], [-0.66908, -0.96829, 1.98783], [-1.35601, -3.98513, 0.38998], [-1.67538, -3.60751, 2.09822], [-2.53986, -2.72721, 0.82860], [-0.72577, -1.31664, 3.02098], [-1.60499, -0.44987, 1.76508], [0.16703, -0.28043, 1.88418]],
  "forces_ev_per_angstrom": [[-0.008, -0.507, 0.198], [-0.034, 0.051, 0.058], [0.112, -0.458, -0.047], [-0.128, 0.032, -0.013], [0.211, 0.009, 0.009], [-0.701, -0.176, -0.323], [0.354, 0.144, 0.003], [-0.568, 0.501, 0.333], [0.497, -0.061, 0.153], [0.340, -0.096, -0.273], [-0.138, -0.147, -0.130], [0.050, -0.035, -0.188], [0.166, -0.767, -0.426], [-0.091, 0.096, 0.035], [-0.120, 0.114, 0.054], [0.177, -0.150, -0.012], [-0.030, 0.037, -0.184], [0.042, 0.117, 0.077], [0.045, -0.163, -0.089], [0.051, 0.049, 0.105], [0.009, -0.008, 0.151], [0.171, -0.064, 0.118], [-0.034, -0.003, -0.041], [-0.023, 0.019, -0.018], [0.026, -0.047, 0.074], [-0.033, 0.013, -0.013], [-0.071, 0.028, -0.003], [-0.028, -0.038, -0.056], [-0.006, 0.026, -0.012], [0.000, 0.003, -0.028], [-0.006, 0.005, -0.008], [0.267, -0.244, -0.232], [-0.195, 0.257, 0.183], [-0.153, 1.052, 0.170], [0.183, -0.034, -0.056], [0.004, 0.230, 0.182], [-0.032, 0.013, -0.004], [-0.101, 0.154, 0.043], [-0.026, 0.080, 0.058], [-0.043, -0.068, 0.011], [-0.012, 0.035, 0.011], [0.026, -0.043, -0.056], [0.052, 0.072, 0.088], [-0.209, 0.001, -0.032], [-0.092, -0.115, -0.063], [-0.002, 0.007, 0.000], [-0.010, 0.026, 0.012], [0.001, 0.000, 0.032], [-0.051, 0.015, 0.005], [-0.032, -0.019, 0.040], [0.085, 0.054, 0.034], [-0.077, 0.026, 0.036], [0.013, -0.020, -0.058], [-0.005, -0.040, 0.027], [-0.071, 0.034, -0.043], [0.011, -0.003, -0.003], [0.023, 0.009, -0.010], [0.017, -0.016, -0.017], [0.015, 0.000, 0.018], [0.012, -0.023, 0.011], [0.010, -0.012, 0.002], [-0.041, -0.063, -0.032], [0.037, 0.015, -0.029], [0.089, 0.082, 0.012], [-0.027, -0.070, 0.037], [0.006, 0.007, 0.003], [0.026, 0.010, 0.009], [0.000, 0.022, 0.017], [0.018, 0.012, -0.018], [-0.007, 0.025, -0.011], [0.004, 0.008, -0.004], [0.221, -0.047, -0.065], [-0.038, -0.002, 0.053], [-0.065, 0.023, -0.006], [0.083, 0.022, -0.029], [-0.059, 0.026, 0.041], [-0.023, 0.060, 0.025], [-0.034, -0.049, 0.038], [-0.025, -0.006, -0.006], [-0.012, -0.018, 0.001], [0.008, -0.005, 0.072]],
  "e_tot_ev": -67864.0248,
  "fmax_ha_per_bohr": 0.0209,
  "homo_lumo_gap_ev": 9.424,
  "charge": 0,
  "lumo_ev": 0.4
}